Entry 1:
Formula: C5H13NO
Source: the OMol25 dataset
Level of theory: ωB97M-V/def2-TZVPD

Results
- frontier orbital gap (eV) = 10.011
- SMILES string = CC[C@@H](C)NCO
- energy above the lowest of the compared OMol25 structures with the same formula, charge and spin (kJ/mol) = 165.7
- electronic energy (eV) = -8932.294
- LUMO energy (eV) = 1.0

Last column: Löwdin charge in e.
Cartesian coordinates (Å):
C  -0.279613  -2.534452  -0.415764  -0.08
C  -0.702474  -1.160291  0.273044  -0.24
C  0.101756  0.074986  -0.146057  -0.39
C  -0.345638  0.393712  -1.576494  -0.06
N  -0.321728  1.146746  0.841617  -0.02
C  0.755023  1.758969  1.488776  -0.34
O  1.491444  2.733840  0.721815  -0.07
H  0.684925  -2.510688  -0.887127  0.06
H  -0.237775  -3.187423  0.442465  0.06
H  -1.141122  -2.789078  -1.001044  0.06
H  -1.801206  -1.018507  0.078482  0.11
H  -0.702670  -1.192185  1.413656  0.12
H  1.165642  -0.141970  0.000862  0.14
H  -0.107693  1.392793  -1.897764  0.07
H  0.214136  -0.255275  -2.256298  0.08
H  -1.339392  0.014769  -1.758204  0.07
H  -1.060801  1.728579  0.486015  0.12
H  1.454439  0.998514  1.842452  0.11
H  0.582836  2.248990  2.485695  0.13
H  1.589910  2.297970  -0.136128  0.06

Atomic forces in eV per Å
-1.0591 1.7601 2.2357
-0.2916 -0.8386 1.0953
-2.5148 0.2573 0.9261
1.7083 -1.1187 -0.2943
0.6336 -1.1263 -0.6859
1.1001 1.0515 1.9026
-0.3534 -0.4650 -0.2353
0.1864 0.0301 -0.5448
0.1610 -0.7759 -0.1266
0.2076 -0.6200 -0.8755
1.0014 0.2449 -0.0733
0.4748 -0.3170 -1.4115
-0.0927 0.3012 -0.2867
-0.4402 0.5387 -0.0826
0.3108 0.0078 -0.0294
-0.6761 0.7903 0.1489
0.0970 0.3592 -0.0015
0.0856 -0.5009 -0.5155
-0.7798 0.0432 -1.1598
0.2411 0.3780 0.0142

Entry 2:
Formula: C12H21BrIN3O2
Source: the OMol25 dataset
Level of theory: ωB97M-V/def2-TZVPD

Results
- frontier orbital gap (eV) = 9.414
- SMILES string = O=C(O)N(Br)CCCI.CCCC#N.CCCC#N
- energy above the lowest of the compared OMol25 structures with the same formula, charge and spin (kJ/mol) = 0.0
- electronic energy (eV) = -99492.176
- LUMO energy (eV) = 0.3

Last column: Löwdin charge in e.
Cartesian coordinates (Å):
O  -1.743254  -0.718600  1.830297  0.08
C  -0.915155  -1.368396  2.443447  -0.64
O  -1.248243  -2.187384  3.467446  0.12
N  0.497427  -1.383943  2.237647  -0.47
Br  0.914693  -1.191773  0.424940  0.86
C  1.210852  -0.419960  3.108324  -0.25
C  1.112590  1.047131  2.695545  -0.35
C  1.062112  1.970590  3.907888  -0.63
I  1.950969  3.878020  3.409650  0.72
H  -0.523839  -2.811267  3.570804  0.12
H  2.246246  -0.734500  3.121193  0.11
H  0.813464  -0.586757  4.105054  0.12
H  1.976879  1.301042  2.097722  0.06
H  0.244514  1.229180  2.079131  0.07
H  1.640632  1.586535  4.733614  0.03
H  0.047248  2.197748  4.190398  0.02
C  -2.860335  4.367799  -0.891057  -0.11
C  -2.519518  2.888539  -1.032278  -0.26
C  -2.955358  2.054443  0.177488  -0.18
C  -2.292491  2.504879  1.399511  -0.22
N  -1.766742  2.873328  2.347347  0.18
H  -2.342910  4.814639  -0.041200  0.07
H  -2.561607  4.917049  -1.783738  0.07
H  -3.933272  4.512350  -0.749902  0.08
H  -1.444494  2.773139  -1.180103  0.11
H  -3.007249  2.484927  -1.921032  0.11
H  -2.705436  1.004166  0.035249  0.11
H  -4.033595  2.125953  0.327785  0.12
C  2.600043  -3.400468  -4.904262  -0.11
C  2.409095  -3.877852  -3.469314  -0.26
C  1.108059  -3.369094  -2.838727  -0.19
C  1.079685  -1.906331  -2.787661  -0.30
N  1.082588  -0.760592  -2.753704  0.14
H  2.669725  -2.313369  -4.955409  0.07
H  3.518618  -3.809018  -5.324133  0.07
H  1.769924  -3.718117  -5.537709  0.08
H  3.255039  -3.554370  -2.860652  0.11
H  2.398051  -4.968603  -3.445858  0.11
H  1.000407  -3.743895  -1.820649  0.10
H  0.244635  -3.707169  -3.413090  0.12

Atomic forces in eV per Å
1.3889 -1.2150 1.0124
-1.3429 1.0038 -0.6938
-0.2329 0.4339 -0.4388
-0.2091 -0.1720 -0.0756
0.0357 0.2131 -0.0676
-0.0969 -0.1839 -0.2708
0.1480 0.1332 0.2664
0.2901 0.2651 -0.6079
-0.1801 -0.2114 0.1848
0.2620 -0.0856 0.1986
0.2625 -0.0782 0.0751
-0.1660 0.0128 0.2158
0.1991 -0.0496 -0.2274
-0.3238 -0.0146 -0.1379
0.1212 0.0183 0.2776
-0.2223 0.0286 0.1982
0.0281 -0.0290 -0.0171
-0.0168 0.1733 -0.0528
0.1148 0.0450 -0.1319
-0.2381 -0.1713 -0.2299
0.2247 0.1263 0.3718
-0.0163 -0.0197 0.0318
-0.0162 0.0033 -0.0067
-0.0051 0.0083 0.0065
0.0032 -0.0619 0.0071
0.0006 -0.0741 0.0276
-0.0008 -0.0766 0.0551
-0.0215 0.0023 0.0205
0.0181 -0.0093 0.0345
0.0822 -0.0010 -0.1635
0.1438 0.0011 -0.0275
-0.0545 -0.3143 -0.0027
0.0155 0.2969 0.0422
-0.0363 0.0116 0.0127
-0.0046 -0.0133 -0.0135
-0.0054 0.0037 -0.0102
-0.0226 -0.0062 0.0530
-0.0445 -0.0053 0.0641
-0.0501 0.0131 0.0258
-0.0317 -0.0011 -0.0061

Entry 3:
Formula: C5H12BNO3
Source: the OMol25 dataset
Level of theory: ωB97M-V/def2-TZVPD

Results
- frontier orbital gap (spin up / spin down) (eV) = 6.438 / 8.644
- energy above the lowest of the compared OMol25 structures with the same formula, charge and spin (kJ/mol) = 0.0
- electronic energy (eV) = -13684.885
- multiplicity = 3
- LUMO energy (spin up / spin down) (eV) = 0.4 / -1.1

Last column: Löwdin charge in e.
Cartesian coordinates (Å):
B  -1.428685  1.215283  0.094809  -0.68
C  -0.081593  1.037520  -0.474923  0.11
C  1.115416  0.929707  0.389059  -0.33
C  -0.774998  -1.631741  0.932030  -0.22
C  2.577311  1.225502  -0.068324  -0.05
C  -0.773865  -2.134787  -0.500567  -0.05
N  1.273232  -0.570258  0.765018  0.03
O  0.171419  -0.940496  1.482922  -0.11
O  -2.603021  1.088022  -0.695804  0.09
O  -1.676827  1.512162  1.462381  0.11
H  0.167010  0.720605  -1.560025  0.15
H  0.871233  1.475145  1.387482  0.17
H  -1.445311  -1.891131  1.745601  0.11
H  3.198433  0.870838  0.731388  0.07
H  2.864285  2.202895  -0.321662  0.05
H  2.805898  0.660441  -1.043074  0.10
H  -0.095282  -1.563156  -1.001924  0.01
H  -1.736273  -1.970445  -0.990294  0.08
H  -0.580476  -3.231332  -0.458786  0.09
H  1.158779  -0.926447  -0.127550  0.05
H  -3.443354  0.939891  -0.200435  0.11
H  -2.664295  1.652718  1.455674  0.12

Atomic forces in eV per Å
-3.6939 0.2314 1.3595
2.9968 -0.5169 -2.7036
0.7478 0.4225 2.7124
-2.9968 -1.7634 -1.2021
-1.1913 -1.7506 -1.6997
-2.0896 -1.6210 2.9827
1.0492 2.8286 0.6574
1.4946 1.3331 2.4180
0.2196 -0.3021 0.4165
-1.0076 0.0545 -1.5108
-0.9082 0.7258 1.6388
0.6954 -0.9476 -1.5549
-0.3426 -0.4160 -0.6453
0.4436 -0.2503 0.1684
-0.2034 1.6658 -0.0183
-0.2916 0.3382 1.4495
1.8958 0.8226 -1.9368
-0.0654 -0.0543 0.1402
0.2348 0.6641 -0.6646
0.2217 -1.6498 -2.0666
1.1590 0.2433 -0.5993
1.6320 -0.0580 0.6584

Entry 4:
Formula: C48H38N6P2PbS
Source: the OMol25 dataset
Level of theory: ωB97M-V/def2-TZVPD

Results
- frontier orbital gap (spin up / spin down) (eV) = 5.215 / 5.132
- energy above the lowest of the compared OMol25 structures with the same formula, charge and spin (kJ/mol) = 133.6
- electronic energy (eV) = -93959.658
- LUMO energy (spin up / spin down) (eV) = -12.3 / -12.4
- net charge = +4

Last column: Löwdin charge in e.
Cartesian coordinates (Å):
Pb  0.109838  -0.105409  -0.107005  1.33
N  -2.327752  -4.026151  1.801314  0.19
C  -2.398695  -4.063186  3.187789  -0.18
C  -2.960349  -5.160113  3.831389  0.03
C  -3.011833  -5.167512  5.207431  0.03
C  -2.505426  -4.089759  5.964111  0.01
C  -1.948093  -3.003083  5.342494  -0.05
C  -1.889980  -2.981883  3.937867  -0.41
S  -1.210135  -1.645111  3.146417  1.17
N  -1.301541  -1.942001  1.530453  -0.29
C  -1.828568  -3.036814  1.038054  -0.28
C  -1.884112  -3.225294  -0.449130  -0.21
C  -2.642921  -4.223448  -1.033244  0.03
C  -2.620944  -4.359783  -2.418317  0.01
C  -1.844493  -3.492837  -3.157759  0.01
C  -1.135350  -2.504476  -2.485782  -0.12
N  -1.154357  -2.362450  -1.165217  0.00
H  -2.667919  -4.850199  1.325076  0.15
H  -3.352919  -5.993562  3.260864  0.14
H  -3.449968  -6.015748  5.717221  0.14
H  -2.558722  -4.124867  7.044020  0.14
H  -1.559086  -2.174132  5.920974  0.13
H  -3.275837  -4.893911  -0.466878  0.12
H  -3.205054  -5.133809  -2.898863  0.14
H  -1.789491  -3.564116  -4.235390  0.13
H  -0.533339  -1.792946  -3.040765  0.11
C  3.762528  -0.610259  2.902407  0.00
C  2.827134  -0.760379  1.874312  -0.12
N  1.722855  -0.031918  1.800207  -0.07
C  1.474337  0.892919  2.761705  -0.19
C  2.352893  1.112876  3.823968  -0.12
C  3.523747  0.329917  3.872528  0.05
C  2.045110  2.105856  4.819387  0.02
C  0.906379  2.820782  4.742469  0.02
C  -0.022532  2.609948  3.662727  -0.11
C  -1.229083  3.329991  3.558469  0.06
C  -2.080555  3.092686  2.510677  0.00
C  -1.715787  2.140438  1.557124  -0.12
N  -0.586049  1.449344  1.627687  -0.05
C  0.258783  1.667272  2.672916  -0.18
H  4.649844  -1.227446  2.919875  0.13
H  2.988381  -1.492035  1.088611  0.12
H  4.228440  0.476521  4.682783  0.14
H  2.744943  2.264033  5.630209  0.14
H  0.669659  3.566763  5.490580  0.14
H  -1.474670  4.068548  4.312632  0.15
H  -3.013682  3.628575  2.407235  0.13
H  -2.357600  1.943201  0.704930  0.10
N  0.644455  1.210303  -3.206177  -0.34
P  2.051445  0.919938  -2.379875  0.94
C  2.622378  2.454533  -1.666702  -0.36
C  3.036745  2.529859  -0.336566  -0.10
C  3.558829  3.720394  0.145754  -0.04
C  3.663065  4.819855  -0.695732  -0.01
C  3.252887  4.740058  -2.024571  -0.02
C  2.729969  3.560279  -2.519715  -0.06
C  3.216947  0.163539  -3.456119  -0.36
C  2.967659  -0.094656  -4.811923  -0.07
C  3.969650  -0.643041  -5.590771  -0.03
C  5.202696  -0.953170  -5.023166  0.00
C  5.449924  -0.708834  -3.676784  -0.03
C  4.461142  -0.151697  -2.887785  -0.07
P  -0.765622  1.788421  -2.364698  0.90
C  -2.101162  0.878778  -3.151541  -0.39
C  -3.054580  0.259676  -2.344926  -0.13
C  -4.148192  -0.380168  -2.915274  -0.06
C  -4.278809  -0.416184  -4.296131  -0.03
C  -3.331387  0.198155  -5.111529  -0.03
C  -2.255621  0.858855  -4.541788  -0.07
C  -0.945897  3.504643  -2.826548  -0.38
C  -0.327497  4.050716  -3.950712  -0.10
C  -0.593753  5.363628  -4.313175  -0.04
C  -1.476747  6.125179  -3.558768  -0.03
C  -2.096114  5.581921  -2.440238  -0.04
C  -1.830458  4.273287  -2.069371  -0.09
H  0.519425  0.767790  -4.111043  0.06
H  2.975469  1.665655  0.312579  0.07
H  3.897107  3.790865  1.171116  0.12
H  4.075719  5.747252  -0.321074  0.13
H  3.351928  5.598410  -2.675412  0.13
H  2.428131  3.496951  -3.557031  0.11
H  2.026345  0.156840  -5.283669  0.10
H  3.798247  -0.816979  -6.644404  0.13
H  5.980893  -1.382027  -5.641138  0.13
H  6.416101  -0.943307  -3.251277  0.13
H  4.665640  0.063565  -1.844514  0.11
H  -2.964440  0.291401  -1.261669  0.08
H  -4.905928  -0.832545  -2.288571  0.12
H  -5.135499  -0.902851  -4.744387  0.13
H  -3.453949  0.187175  -6.186532  0.13
H  -1.561167  1.388857  -5.186934  0.11
H  0.351594  3.459139  -4.552978  0.09
H  -0.123115  5.789187  -5.189450  0.12
H  -1.686123  7.146755  -3.846815  0.13
H  -2.786208  6.180126  -1.860392  0.12
H  -2.321856  3.854638  -1.196735  0.09

Atomic forces in eV per Å
-0.0168 -0.1042 0.1778
-0.0068 -0.0381 -0.0152
0.0107 -0.0005 -0.0242
0.0108 0.0205 -0.0379
0.0148 0.0421 0.1338
-0.0747 -0.1602 0.0152
0.0282 0.0545 -0.1506
-0.1792 -0.2953 0.2181
0.2219 0.4127 -0.1139
-0.0780 -0.1111 -0.0992
0.0083 0.0404 -0.0328
0.0218 0.1079 0.2263
-0.0755 -0.0793 -0.0842
-0.0231 -0.0297 0.0342
0.0319 0.0428 -0.0661
-0.0037 0.0472 0.0532
0.0142 -0.0798 0.0319
0.0095 -0.0279 0.0067
0.0106 0.0161 -0.0012
0.0085 0.0122 0.0103
-0.0074 -0.0073 -0.0091
-0.0028 0.0011 -0.0321
-0.0019 0.0165 -0.0020
0.0069 0.0107 0.0100
-0.0004 -0.0090 0.0134
-0.0077 -0.0010 0.0105
-0.0305 -0.0236 -0.0541
0.0348 0.0157 0.0330
-0.0700 -0.0547 0.0164
-0.1535 0.0172 -0.1830
0.0920 0.0677 0.1815
0.0479 0.0281 0.0769
0.0775 -0.1058 -0.0751
-0.1253 0.0210 -0.0730
0.0025 0.1496 0.1700
0.0283 0.0489 0.0925
-0.0306 -0.0357 -0.0843
0.0352 0.0536 -0.0030
-0.0250 -0.0774 0.0412
0.0529 -0.1678 -0.1562
-0.0060 0.0023 -0.0010
-0.0061 0.0112 0.0137
-0.0067 -0.0026 -0.0110
-0.0008 -0.0127 -0.0120
-0.0086 -0.0049 -0.0139
0.0022 -0.0080 -0.0128
0.0059 -0.0076 0.0023
0.0046 -0.0066 0.0112
-0.0011 -0.1125 -0.0347
0.1072 0.2723 -0.3857
0.0301 0.0328 0.1015
-0.0106 0.0425 -0.0162
-0.0104 -0.0171 -0.0011
-0.0188 0.0161 -0.0593
0.0191 0.0138 0.0749
0.0006 0.0016 0.0293
0.0686 -0.0383 -0.0553
0.0582 -0.0964 0.0002
-0.0631 0.0265 0.0394
0.0475 -0.0274 -0.0246
-0.0216 0.0086 0.0294
0.0935 0.0249 -0.0622
-0.0838 0.0028 0.4812
-0.0346 -0.0005 -0.2232
-0.0259 -0.0528 0.0059
0.0466 0.0219 -0.0130
-0.0182 -0.0025 -0.0198
0.0047 0.0017 0.0442
-0.0320 -0.0272 -0.0224
0.0320 0.1007 -0.2029
-0.0555 0.1005 -0.0504
0.0126 -0.0859 0.0313
-0.0016 0.0232 0.0050
-0.0072 -0.0093 0.0095
0.0397 0.0479 0.0186
-0.0328 -0.0117 0.0148
0.0029 -0.0433 0.0032
-0.0050 -0.0068 -0.0089
0.0048 -0.0052 0.0045
0.0014 -0.0020 0.0011
0.0205 -0.0157 0.0303
-0.0049 0.0017 0.0040
0.0042 -0.0057 0.0073
-0.0040 0.0093 0.0048
-0.0108 0.0004 -0.0021
-0.0262 0.0107 -0.0031
0.0214 0.0243 -0.0074
0.0150 0.0066 0.0043
0.0118 0.0023 0.0041
0.0037 0.0051 0.0099
-0.0029 0.0043 0.0221
-0.0336 -0.0066 -0.0089
0.0022 -0.0036 0.0046
-0.0043 -0.0057 0.0041
0.0067 -0.0086 -0.0076
0.0128 -0.0072 -0.0128

Entry 5:
Formula: C6H8
Source: the OMol25 dataset
Level of theory: ωB97M-V/def2-TZVPD

Results
- frontier orbital gap (eV) = 8.789
- energy above the lowest of the compared OMol25 structures with the same formula, charge and spin (kJ/mol) = 418.1
- electronic energy (eV) = -6346.450
- LUMO energy (eV) = 1.0

Last column: Löwdin charge in e.
Cartesian coordinates (Å):
C  -1.039514  0.447519  -1.175513  -0.14
C  -0.802027  -0.985917  -1.470764  0.01
C  -1.146005  0.792370  0.295714  -0.06
C  -0.721119  -1.544767  -0.071110  -0.15
C  -0.008708  -0.130455  -0.061694  -0.40
C  1.458842  0.105298  0.092843  -0.03
H  -0.880981  1.243352  -1.948362  0.13
H  -0.697240  1.592124  0.706445  0.07
H  -1.855638  0.335228  0.925000  0.09
H  -1.586670  -1.627650  0.603850  0.10
H  -0.086279  -2.439188  0.022533  0.09
H  2.136524  0.001092  -0.871371  0.13
H  1.940662  -0.602139  0.820124  0.10
H  1.539971  1.099896  0.372094  0.04

Atomic forces in eV per Å
0.2038 -0.1921 -0.3537
-0.3630 1.5571 0.8499
0.5558 -2.6229 -1.7862
1.0644 0.2202 -0.5479
-1.1390 -2.8733 -0.0023
1.5948 -2.0544 -1.9357
0.0446 -0.9191 0.8535
0.7343 3.6681 0.7467
-0.9784 -0.3368 0.4783
0.3592 0.3893 -0.2221
-0.2776 0.3414 -0.2319
-1.8286 0.0326 1.6082
-0.6973 0.8645 -0.3953
0.7270 1.9253 0.9386